Record 1
Below is a single C3H6N4O molecule, with properties calculated with ωB97M-V/def2-TZVPD.

Atoms and positions in Å:
C -0.644 1.278 -0.670
C 0.243 -0.504 0.347
C 0.992 -1.144 1.607
H 0.130 3.223 0.154
H -0.796 3.312 -1.346
H -1.530 -0.259 -1.033
H -0.088 -0.621 -1.775
H 0.332 -2.246 -0.931
H 1.079 -0.293 2.423
N -0.278 2.466 -0.711
N -1.325 0.582 -1.577
N -0.225 0.693 0.616
N 0.182 -1.143 -0.882
O 1.106 -2.385 1.585

Summary:
SMILES: [H]/N=C(N)\N=C(/N)C=O
Energy above the lowest of the compared OMol25 structures with the same formula, charge and spin: 102.2 kcal per mole
Kohn-Sham gap: 0.313 Ha
Molecular weight: 114.1 g/mol
LUMO level: -0.204 eV
E_tot: -412.046071 Eh

Record 2
Below is 12 unconnected molecules or ions with the total composition C21H66O12, with properties calculated with ωB97M-V/def2-TZVPD.

Atoms and positions in Å:
C -10.522 -21.011 1.091
C -11.181 -19.741 1.686
O -10.807 -19.501 2.985
H -9.419 -21.003 0.986
H -10.967 -21.103 0.121
H -10.799 -21.849 1.616
H -12.250 -19.633 1.736
H -10.930 -18.905 1.083
H -11.248 -18.767 3.365
C -16.908 -15.325 2.086
C -15.447 -15.561 1.663
O -15.123 -16.900 1.613
H -17.088 -14.260 2.030
H -17.013 -15.554 3.144
H -17.662 -15.852 1.430
H -14.683 -14.936 2.274
H -15.264 -15.204 0.636
H -15.450 -17.142 0.750
C -11.274 -14.635 6.271
C -11.179 -13.082 6.321
O -9.794 -12.788 6.195
H -10.693 -15.092 5.489
H -12.328 -14.966 6.169
H -10.868 -14.950 7.234
H -11.581 -12.778 7.244
H -11.781 -12.527 5.536
H -9.633 -11.835 6.309
C -12.688 -15.613 -0.715
C -11.163 -15.748 -0.645
O -10.476 -14.486 -0.629
H -12.956 -14.791 -1.417
H -12.972 -15.264 0.286
H -13.223 -16.517 -0.958
H -10.841 -16.137 -1.575
H -10.830 -16.344 0.243
H -9.769 -14.396 -1.310
C -11.357 -13.234 2.543
C -9.944 -13.749 2.458
O -9.120 -13.099 3.448
H -11.896 -13.832 1.819
H -11.558 -12.244 2.202
H -11.764 -13.364 3.551
H -9.566 -13.642 1.460
H -10.031 -14.835 2.575
H -9.616 -13.090 4.233
C -14.068 -20.442 3.868
C -14.753 -21.435 4.719
O -14.241 -21.417 6.058
H -12.941 -20.464 3.980
H -14.256 -19.450 4.282
H -14.285 -20.565 2.834
H -14.483 -22.360 4.252
H -15.767 -21.393 4.633
H -13.303 -21.456 5.993
C -7.083 -16.547 2.637
C -8.447 -17.013 2.221
O -8.434 -18.339 1.711
H -6.672 -17.112 3.437
H -7.168 -15.451 2.893
H -6.383 -16.709 1.762
H -8.767 -16.323 1.510
H -9.133 -17.026 3.047
H -8.600 -19.023 2.399
C -17.866 -18.671 2.965
C -16.877 -18.290 4.045
O -17.638 -17.716 5.174
H -18.501 -19.530 3.136
H -17.308 -18.942 2.118
H -18.589 -17.852 2.765
H -16.075 -17.643 3.782
H -16.440 -19.282 4.297
H -17.243 -17.998 6.003
C -11.317 -18.038 5.982
C -10.242 -18.434 7.055
O -9.427 -19.365 6.464
H -11.908 -18.866 5.627
H -10.843 -17.646 5.123
H -12.061 -17.287 6.393
H -10.735 -18.893 7.963
H -9.602 -17.547 7.389
H -9.871 -20.176 6.535
C -14.637 -17.956 6.755
O -15.739 -18.833 6.951
H -13.767 -18.306 7.286
H -14.937 -16.925 7.001
H -14.439 -17.957 5.674
H -15.356 -19.655 6.994
C -15.521 -14.953 5.231
O -14.450 -14.046 5.316
H -15.813 -15.351 6.194
H -15.219 -15.739 4.548
H -16.399 -14.494 4.819
H -14.339 -13.545 4.496
C -12.364 -16.292 3.190
O -12.986 -17.540 3.295
H -11.312 -16.249 3.602
H -12.903 -15.597 3.819
H -12.435 -15.977 2.118
H -13.789 -17.436 2.767

Summary:
SMILES: CCO.CCO.CCO.CCO.CCO.CCO.CCO.CCO.CCO.CO.CO.CO
Energy above the lowest of the compared OMol25 structures with the same formula, charge and spin: 154.2 kcal per mole
Kohn-Sham gap: 0.364 Ha
Molecular weight: 510.7 g/mol
LUMO level: 0.210 eV
E_tot: -1742.336566 Eh